Entry 1:
{"formula": "C5H12N", "method": "the ωB97M-V functional and the def2-TZVPD basis", "smiles": "CCC/C=C/[NH3+]", "gap_ev": 10.7, "molar_mass_g_mol": 86.16, "spin_multiplicity": 1, "charge": 1, "elements": ["C", "C", "C", "C", "C", "N", "H", "H", "H", "H", "H", "H", "H", "H", "H", "H", "H", "H"], "coordinates": [[2.1034, -0.7489, -0.1796], [0.9074, -1.7163, -0.1898], [-0.3683, -1.0825, -0.9105], [-0.5592, 0.3227, -0.4833], [-1.4171, 0.8049, 0.4181], [-0.9640, 2.1391, 1.0608], [1.9652, 0.1413, 0.4391], [2.9318, -1.2756, 0.2843], [2.5270, -0.4336, -1.1373], [0.9621, -2.6973, -0.6493], [0.6385, -1.7638, 0.8710], [-0.2669, -1.1946, -1.9838], [-1.1685, -1.6870, -0.4766], [0.1173, 1.0563, -0.9260], [-2.1511, 0.2403, 0.9724], [-0.9232, 2.0354, 2.0711], [-0.0461, 2.2844, 0.6431], [-1.6074, 2.8454, 0.7049]]}

***

Entry 2:
{"formula": "C4H9N4O", "method": "the ωB97M-V functional and the def2-TZVPD basis", "gap_ev": 10.0, "molar_mass_g_mol": 129.14, "spin_multiplicity": 1, "charge": 1, "elements": ["C", "C", "C", "C", "N", "N", "N", "N", "O", "H", "H", "H", "H", "H", "H", "H", "H", "H"], "coordinates": [[-3.1911, 1.3054, -0.4367], [-2.1059, 0.1169, 1.1378], [-2.1184, 1.2682, -1.2944], [-0.9496, 0.5959, -0.8671], [-3.1854, 0.7217, 0.7713], [-1.0001, 0.0438, 0.3758], [0.1807, 0.4553, -1.5346], [2.6448, -1.2437, 1.0624], [1.4271, -0.7903, 0.6261], [-4.1083, 1.8154, -0.6934], [-2.0702, -0.3598, 2.1068], [-2.1545, 1.7457, -2.2600], [2.5478, -2.1664, 1.5165], [-0.1329, -0.4117, 0.7234], [0.3051, 0.8358, -2.4573], [0.9315, -0.0335, -1.0399], [3.2930, -1.3363, 0.2619], [3.0560, -0.5785, 1.7405]]}

***

Entry 3:
{"formula": "C17H27FeN8O4S", "method": "the ωB97M-V functional and the def2-TZVPD basis", "gap_ev": [8.3, 7.6], "molar_mass_g_mol": 495.37, "spin_multiplicity": 6, "s2": 8.76, "charge": 2, "elements": ["Fe", "N", "C", "C", "C", "C", "N", "C", "N", "N", "C", "O", "O", "H", "H", "H", "H", "H", "H", "H", "H", "H", "H", "H", "H", "H", "H", "C", "C", "C", "C", "N", "C", "S", "N", "C", "H", "H", "H", "H", "H", "H", "H", "H", "C", "N", "C", "C", "C", "O", "N", "C", "O", "H", "H", "H", "H", "H"], "coordinates": [[0.1506, -0.1121, 1.5846], [-0.3196, -0.7100, -0.5316], [-1.6994, -1.2178, -0.4450], [-2.4076, -1.4392, -1.7807], [-2.5340, -0.2478, -2.7348], [-3.5382, 0.8410, -2.3385], [-4.8308, 0.3229, -1.9083], [-5.9015, 0.1201, -2.6533], [-5.9177, 0.4074, -3.9567], [-6.9979, -0.4000, -2.0927], [-2.4714, -0.3759, 0.5889], [-3.6701, -0.1931, 0.5235], [-1.7289, 0.0513, 1.5726], [-0.2447, 0.0517, -1.1968], [0.3149, -1.4655, -0.8146], [-1.6208, -2.1987, 0.0370], [-3.3960, -1.8465, -1.5607], [-1.8669, -2.2305, -2.3033], [-2.7991, -0.6404, -3.7188], [-1.5659, 0.2419, -2.8761], [-3.6762, 1.5380, -3.1656], [-3.1653, 1.4383, -1.5075], [-4.8310, 0.0147, -0.9366], [-5.1251, 0.8237, -4.4099], [-6.7570, 0.3014, -4.4994], [-7.0298, -0.5794, -1.1039], [-7.8481, -0.5178, -2.6148], [1.6562, 5.6603, 3.9185], [1.4568, 4.2117, 3.6488], [1.5807, 3.2100, 4.5709], [1.3611, 1.8766, 4.1883], [1.0306, 1.5800, 2.9238], [0.9387, 2.5597, 2.0137], [0.5742, 2.1014, 0.4351], [1.1336, 3.8488, 2.3806], [1.5006, 0.7860, 5.1858], [1.8673, 5.8293, 4.9700], [0.7635, 6.2247, 3.6428], [2.4917, 6.0408, 3.3273], [1.8482, 3.4444, 5.5895], [1.0421, 4.5583, 1.6638], [1.9320, 1.1626, 6.1087], [2.1160, -0.0163, 4.7827], [0.5206, 0.3512, 5.3885], [1.7511, -5.5381, 0.6055], [1.3733, -4.3808, 1.4226], [1.2161, -4.4845, 2.7668], [0.8323, -3.4453, 3.5504], [0.6366, -2.2142, 2.8786], [0.2740, -1.1010, 3.3915], [0.8253, -2.1140, 1.5518], [1.1221, -3.1827, 0.7577], [1.1680, -3.1094, -0.4618], [2.1551, -6.3058, 1.2587], [2.5019, -5.2344, -0.1176], [0.8851, -5.9238, 0.0707], [1.4096, -5.4657, 3.1787], [0.6913, -3.5433, 4.6139]]}

***

Entry 4:
{"formula": "C5H12N2", "method": "the ωB97M-V functional and the def2-TZVPD basis", "smiles": "N/C=C/CCCN", "gap_ev": 9.9, "molar_mass_g_mol": 100.16, "spin_multiplicity": 1, "elements": ["N", "C", "C", "C", "C", "C", "N", "H", "H", "H", "H", "H", "H", "H", "H", "H", "H", "H", "H"], "coordinates": [[2.2412, 0.1094, 2.5912], [1.8011, 0.5962, 1.3052], [0.5023, 0.6200, 1.0545], [-0.1100, 1.0559, -0.2605], [0.0208, -0.0302, -1.3370], [-1.0862, -1.0785, -1.2541], [-2.3862, -0.5926, -1.6292], [2.4240, -0.8752, 2.7177], [1.7461, 0.5045, 3.3603], [2.5278, 0.9648, 0.5980], [-0.2259, 0.1005, 1.6661], [0.4104, 1.9893, -0.5175], [-1.1660, 1.2934, -0.1200], [0.0591, 0.4901, -2.3050], [0.8629, -0.6973, -1.0828], [-0.9903, -1.4697, -0.2103], [-0.7736, -1.9721, -1.7983], [-3.1442, -1.2676, -1.5671], [-2.7132, 0.2592, -1.2111]]}